Below is the ion C6H12NO with charge +1, with properties calculated with wB97M-V/def2-TZVPD.

**Highest occupied orbital energy (alpha / beta)**: -9.920 / -13.270 eV
**Spin multiplicity**: 3
**HOMO-LUMO gap (alpha / beta)**: 6.75 / 5.81 eV
**Relative energy (zero: lowest compared OMol25 entry of this formula, charge and spin)**: 164.4 kJ/mol
**LUMO (alpha / beta)**: -3.2 / -7.5 eV
**Maximum force**: 3.98 eV/A
**Charge**: +1

Positions of all 20 atoms, in Å:
C: 1.06550 1.32906 -0.44255
C: 2.03920 0.56599 -0.08700
C: -0.01838 2.11218 0.31429
C: -1.23018 1.21326 0.68980
C: -1.56865 -1.05745 -0.42556
C: 2.70009 -1.52898 0.56539
N: -1.02028 -0.21286 0.63468
O: 2.97525 -0.22107 0.15969
H: 0.93017 1.49678 -1.50121
H: 0.38420 2.51016 1.29140
H: -0.31020 2.88948 -0.37139
H: -1.61739 1.59628 1.66153
H: -2.01752 1.41273 0.00963
H: -2.62220 -0.85834 -0.55841
H: -1.05201 -0.92335 -1.34823
H: -1.39060 -2.03730 -0.00523
H: 2.91340 -1.76736 1.54404
H: 3.31654 -2.15104 0.02460
H: 1.59213 -1.60992 0.29075
H: -0.49706 -0.61866 1.45512